# 1
Below is C24H31ClF4GaN2O5S as an isolated structure in a non-equilibrium geometry, with properties calculated with wB97M-V/def2-TZVPD.

```
69
Properties=species:S:1:pos:R:3:forces:R:3:lowdin_charge:R:1
C -0.343 -3.247 1.208 0.31 -0.18 -0.15 0.0915
C 0.412 -3.212 0.075 -0.60 -0.58 0.01 -0.0648
C 1.726 -2.556 0.063 1.59 -1.62 0.75 -0.5014
O 2.527 -2.584 0.969 -0.32 0.21 -0.12 0.0930
O 1.980 -1.861 -1.076 -0.44 0.25 0.13 -0.0173
C 1.577 -0.467 -0.899 -0.09 -0.10 -0.53 -0.1618
C 1.182 0.084 -2.250 -0.04 0.44 -0.31 -0.1608
C 0.489 1.467 -2.192 0.64 -0.40 0.66 -0.2007
C -0.475 1.651 -1.015 -0.58 0.51 -0.94 -0.2048
C -1.820 0.918 -1.261 0.58 -0.29 0.77 -0.2558
C -2.068 -0.245 -0.288 -0.55 0.18 0.25 -0.2383
Ga -4.009 -0.805 -0.261 1.22 -0.80 -0.62 0.4862
C -4.329 -2.335 1.076 -0.83 -0.01 0.06 -0.2091
C -5.726 -2.374 1.553 0.56 0.17 0.33 -0.8830
O -6.093 -2.160 2.656 -0.48 0.10 0.40 0.0342
Cl -6.980 -2.774 0.305 -0.03 -0.11 -0.17 0.6172
C -4.554 -1.426 -2.127 -0.77 -0.10 0.71 -0.3948
C -4.440 -2.937 -2.226 0.28 0.41 0.07 -0.1345
F -3.766 -0.870 -3.158 0.06 0.16 0.02 -0.1078
S -5.250 1.045 0.509 -1.38 0.18 -0.84 0.6646
O -6.633 0.689 0.790 0.14 -0.51 0.52 -0.3933
O -5.154 2.197 -0.373 0.92 0.26 0.28 -0.3882
C -4.578 1.542 2.211 -0.29 0.34 0.35 -0.6745
F -3.681 0.628 2.629 0.04 0.15 -0.15 0.0922
F -3.995 2.749 2.194 0.14 -0.26 -0.04 0.1107
F -5.556 1.584 3.122 0.13 0.00 -0.16 0.1164
H 0.025 -3.709 2.120 0.68 1.62 0.57 0.0788
H -1.348 -2.836 1.229 -0.63 -1.42 -0.46 0.0540
H 0.043 -3.688 -0.830 -0.62 1.73 -0.65 0.1148
H 2.410 0.117 -0.506 0.06 -0.16 0.27 0.1368
H 0.748 -0.458 -0.197 -0.05 0.10 0.05 0.0981
H 2.106 0.219 -2.816 -0.02 -0.21 -0.21 0.1083
H 0.570 -0.628 -2.802 -0.10 -0.18 0.22 0.1161
H -0.061 1.614 -3.120 0.01 0.09 -0.08 0.1079
H 1.274 2.224 -2.145 -0.09 0.11 0.03 0.0682
H -0.680 2.723 -0.964 0.03 0.06 0.13 0.1044
H -0.030 1.385 -0.059 0.04 -0.06 0.06 0.0949
H -2.634 1.635 -1.156 -0.06 0.05 -0.21 0.0839
H -1.813 0.535 -2.280 -0.28 0.05 -0.10 0.0921
H -1.822 0.076 0.730 0.13 -0.01 0.04 0.0512
H -1.432 -1.107 -0.505 0.01 -0.02 -0.11 0.0308
H -4.132 -3.310 0.630 0.26 0.14 -0.34 0.0615
H -3.745 -2.203 1.984 0.22 -0.02 -0.03 0.0623
H -5.594 -1.140 -2.302 0.03 0.07 -0.39 0.0831
H -3.466 -3.255 -1.845 0.08 -0.20 -0.18 0.0624
H -5.204 -3.406 -1.614 -0.09 -0.06 -0.03 0.0217
H -4.553 -3.244 -3.267 0.03 -0.16 -0.03 0.0718
N 4.433 -0.799 4.302 0.07 -0.08 -0.03 0.0520
C 4.176 -1.507 3.201 0.00 0.18 0.12 -0.1437
C 4.799 -2.711 2.899 0.14 -0.02 0.12 -0.0685
C 5.740 -3.200 3.789 0.01 -0.01 -0.02 -0.0873
C 6.020 -2.477 4.939 0.00 -0.03 -0.01 -0.0912
C 5.340 -1.288 5.146 -0.04 0.08 0.03 -0.1739
H 3.437 -1.087 2.534 -0.01 -0.09 -0.06 0.0903
H 4.549 -3.242 1.994 -0.07 0.05 -0.02 0.0870
H 6.250 -4.135 3.591 0.00 0.00 0.00 0.0995
H 6.748 -2.826 5.659 -0.01 0.01 0.02 0.0931
H 5.526 -0.691 6.033 0.04 -0.03 0.02 0.0961
N 2.498 4.431 -2.006 0.11 0.09 0.00 0.0589
C 2.950 4.428 -3.257 -0.09 -0.07 -0.02 -0.1523
C 4.081 5.118 -3.668 0.00 0.02 0.03 -0.0763
C 4.780 5.854 -2.725 0.03 0.02 -0.01 -0.0883
C 4.322 5.869 -1.418 0.00 -0.01 -0.04 -0.0766
C 3.181 5.142 -1.112 -0.07 -0.03 0.06 -0.1465
H 2.371 3.840 -3.962 0.03 0.00 -0.03 0.1048
H 4.404 5.078 -4.700 -0.02 -0.01 -0.01 0.0984
H 5.667 6.408 -3.005 0.00 0.00 0.00 0.1016
H 4.836 6.431 -0.650 -0.01 -0.01 0.02 0.0986
H 2.789 5.122 -0.101 0.03 0.03 0.01 0.1062
```
Forces are in eV/Å.

Its gap between HOMO and LUMO is 7.4 eV. The total charge is -1.



# 2
Below is C6H5Cl2IrNNdO3 as an isolated structure in a non-equilibrium geometry, with properties calculated with wB97M-V/def2-TZVPD.

```
19
Properties=species:S:1:pos:R:3:forces:R:3:lowdin_spin:R:1
Nd -1.317 -1.927 -2.635 0.87 -1.11 -1.10 3.8953
Ir -0.742 0.086 -0.152 -1.08 -2.82 -1.70 1.4385
Cl 1.043 -1.400 -1.731 -0.40 1.21 1.41 0.2617
Cl -3.124 -0.644 -1.394 1.03 1.22 1.76 0.0027
C -1.807 1.606 -0.429 -4.34 7.27 -0.32 0.0421
C -1.696 -3.797 -4.508 -1.38 -4.75 -3.79 0.3733
C -3.363 -2.924 -3.916 -4.35 -2.42 -2.45 0.3948
O -2.489 2.556 -0.562 4.10 -5.64 0.68 0.0236
O -1.768 -4.738 -5.186 0.71 4.08 2.93 0.1468
O -4.402 -3.309 -4.246 3.75 1.70 1.45 0.1395
C 2.105 1.989 3.708 -2.22 0.27 0.40 0.0261
C 2.670 1.531 2.310 0.01 -0.82 -0.48 0.0300
C 1.682 0.839 1.438 2.16 1.93 2.64 0.0963
N 0.803 0.397 0.825 -0.16 0.48 -0.07 0.1147
H 1.403 2.842 3.613 0.27 -0.52 -0.35 0.0004
H 2.860 2.375 4.351 1.37 0.16 -0.05 0.0028
H 1.596 1.236 4.345 0.35 -0.06 -0.92 0.0006
H 2.987 2.428 1.711 -0.10 -0.54 0.28 0.0083
H 3.556 0.855 2.459 -0.59 0.37 -0.33 0.0026
```
Forces are in eV/Å.

The multiplicity is 8. Its gap between HOMO and LUMO (alpha / beta) is 5.3 / 3.1 eV. The total charge is +4.



# 3
Below is a 7-piece molecular cluster, C35H80BrIN3O8 overall, with properties calculated with wB97M-V/def2-TZVPD.

```
128
Properties=species:S:1:pos:R:3:forces:R:3:lowdin_charge:R:1
C 8.075 -5.490 4.631 0.02 -0.19 0.15 0.0229
C 6.782 -5.841 3.961 -0.20 -0.80 0.12 -0.4527
O 6.111 -6.800 4.251 0.17 0.87 0.05 0.1371
N 6.345 -4.893 2.932 -0.27 -0.12 -0.11 0.0505
C 6.724 -5.362 1.594 0.40 -0.47 -0.11 -0.4345
C 6.885 -4.308 0.532 -0.36 0.08 0.07 0.0105
O 6.998 -6.520 1.411 -0.01 0.69 0.30 0.1222
C 4.930 -4.603 3.125 -0.32 0.10 0.01 -0.3482
C 4.764 -3.693 4.343 0.48 0.00 -0.22 -0.0337
N 3.308 -3.717 4.683 0.15 0.28 0.27 0.0861
C 2.371 -3.396 3.531 -0.45 -0.14 -0.05 -0.1196
C 2.915 -3.657 2.089 0.02 0.23 -0.22 -0.7915
I 2.658 -1.781 1.018 -0.08 -0.03 -0.04 1.0197
C 2.052 -4.691 1.350 0.15 0.01 -0.02 -0.2994
C 2.018 -6.099 1.969 -0.38 0.36 -0.28 -0.7360
C 0.697 -6.807 1.699 -0.05 -0.27 0.20 -0.1393
Br 3.470 -7.175 1.242 0.12 0.00 0.19 0.8109
N 4.346 -3.950 1.973 0.03 -0.02 0.20 -0.0200
H 8.151 -6.064 5.556 0.07 0.00 -0.16 0.0955
H 8.913 -5.759 3.982 -0.05 0.10 -0.01 0.1049
H 8.128 -4.423 4.852 0.03 -0.05 -0.15 0.0868
H 7.069 -3.321 0.957 0.10 -0.11 -0.03 0.0841
H 5.954 -4.261 -0.039 0.15 -0.06 -0.09 0.0878
H 7.697 -4.609 -0.129 -0.07 0.04 0.04 0.0985
H 4.364 -5.527 3.316 0.19 -0.07 -0.12 0.1121
H 5.056 -2.673 4.080 -0.12 -0.05 0.10 0.1541
H 5.339 -4.011 5.214 -0.21 -0.07 0.05 0.1430
H 3.139 -3.033 5.422 -0.08 -0.04 0.00 0.1859
H 3.095 -4.627 5.095 -0.04 -0.08 -0.18 0.1852
H 2.054 -2.364 3.673 0.25 -0.05 -0.03 0.0895
H 1.485 -4.017 3.681 0.08 0.07 0.06 0.1327
H 2.453 -4.748 0.335 -0.17 -0.05 0.05 0.1003
H 1.028 -4.309 1.265 0.06 -0.05 0.13 0.1065
H 2.154 -6.026 3.053 0.23 -0.28 -0.05 0.0738
H 0.350 -6.661 0.675 0.08 0.04 0.02 0.0877
H 0.809 -7.878 1.880 -0.05 0.09 -0.05 0.0693
H -0.077 -6.451 2.388 0.05 0.15 -0.14 0.0812
H 4.866 -3.105 1.774 0.00 0.01 -0.03 0.0508
C 0.544 2.097 1.755 0.21 0.08 0.05 -0.0795
C 0.908 2.142 3.229 -0.15 -0.04 -0.02 -0.2726
O 2.216 1.660 3.512 0.00 -0.10 0.03 -0.1889
C 3.272 2.385 2.903 0.10 0.04 -0.04 -0.2881
C 3.343 3.843 3.323 -0.13 0.01 0.01 -0.0681
H 0.741 1.103 1.351 -0.08 -0.07 -0.04 0.0514
H -0.510 2.330 1.609 -0.01 0.00 -0.01 0.0825
H 1.119 2.810 1.165 -0.07 0.04 -0.02 0.0655
H 0.241 1.491 3.796 0.02 -0.01 0.02 0.1160
H 0.774 3.152 3.629 0.04 0.01 -0.01 0.1028
H 3.212 2.306 1.811 -0.02 0.01 0.00 0.1064
H 4.183 1.869 3.210 -0.01 -0.02 0.02 0.1127
H 2.498 4.418 2.942 0.02 0.01 -0.03 0.0576
H 4.254 4.299 2.936 0.01 -0.01 0.00 0.0811
H 3.344 3.927 4.410 0.04 0.00 0.00 0.0861
C 1.276 2.541 -3.174 -0.06 0.11 -0.01 -0.0712
C 0.129 2.002 -2.336 0.04 -0.08 -0.13 -0.2729
O -0.313 2.892 -1.327 0.04 -0.03 0.17 -0.1784
C -0.834 4.130 -1.782 -0.09 0.11 -0.04 -0.2711
C -2.057 3.994 -2.672 0.06 -0.12 -0.06 -0.0653
H 2.088 2.888 -2.532 0.02 -0.03 0.00 0.0794
H 1.656 1.761 -3.835 -0.02 -0.02 0.01 0.0769
H 0.963 3.379 -3.799 0.01 -0.02 -0.03 0.0693
H 0.457 1.105 -1.808 -0.04 0.02 0.07 0.1129
H -0.707 1.702 -2.977 0.02 0.00 -0.03 0.0973
H -0.054 4.714 -2.284 0.00 -0.02 -0.03 0.1106
H -1.101 4.676 -0.875 0.03 -0.04 0.04 0.1078
H -1.810 3.546 -3.636 -0.01 0.04 -0.02 0.0649
H -2.496 4.972 -2.866 -0.01 0.00 0.02 0.0842
H -2.810 3.364 -2.197 -0.03 0.04 0.01 0.0735
C -1.216 -2.314 -7.283 -0.02 0.10 -0.02 -0.0760
C -1.036 -1.871 -5.841 -0.01 -0.08 0.00 -0.2877
O -0.496 -0.569 -5.701 0.06 0.04 0.05 -0.1679
C -1.275 0.480 -6.251 -0.08 0.11 0.02 -0.2775
C -2.647 0.621 -5.614 0.00 -0.14 0.02 -0.0767
H -0.288 -2.180 -7.840 0.01 -0.03 0.01 0.0839
H -1.495 -3.367 -7.317 0.01 -0.01 0.01 0.0776
H -1.999 -1.749 -7.790 -0.02 -0.02 0.01 0.0685
H -0.321 -2.527 -5.342 0.02 0.02 0.01 0.1157
H -1.983 -1.955 -5.295 -0.02 0.01 -0.02 0.0982
H -1.364 0.369 -7.337 -0.01 -0.03 0.00 0.1101
H -0.698 1.388 -6.073 0.06 -0.04 0.01 0.1126
H -3.298 -0.221 -5.855 -0.02 0.02 -0.03 0.0678
H -3.137 1.528 -5.968 0.02 0.02 0.00 0.0795
H -2.556 0.672 -4.527 -0.01 0.05 0.00 0.0691
C -7.934 5.357 -2.875 0.04 -0.02 0.10 -0.0785
C -7.129 4.159 -3.350 -0.07 0.03 -0.06 -0.2803
O -5.897 3.988 -2.671 0.10 -0.01 -0.01 -0.1705
C -5.991 3.762 -1.277 0.01 -0.03 0.07 -0.2855
C -6.747 2.496 -0.908 -0.06 0.01 -0.07 -0.0788
H -7.317 6.257 -2.885 -0.01 0.01 -0.03 0.0822
H -8.790 5.514 -3.531 0.00 0.00 -0.02 0.0777
H -8.315 5.220 -1.862 -0.03 -0.01 -0.02 0.0669
H -6.857 4.291 -4.397 0.03 0.00 0.01 0.1179
H -7.731 3.245 -3.290 -0.01 0.01 0.02 0.1077
H -6.428 4.630 -0.772 -0.02 -0.01 0.00 0.1094
H -4.958 3.682 -0.932 0.02 0.02 -0.03 0.1050
H -7.810 2.572 -1.140 0.00 0.01 0.03 0.0674
H -6.656 2.305 0.162 0.01 0.00 0.01 0.0757
H -6.344 1.641 -1.453 0.03 -0.01 0.02 0.0807
C -4.155 -5.550 0.158 0.01 0.03 -0.10 -0.0736
C -2.830 -4.871 0.458 -0.05 -0.04 0.08 -0.2889
O -1.895 -4.937 -0.605 0.11 0.00 0.06 -0.1782
C -2.305 -4.306 -1.811 -0.01 0.04 -0.10 -0.2716
C -2.572 -2.820 -1.655 0.00 0.06 0.13 -0.0714
H -3.989 -6.568 -0.196 0.00 -0.02 0.03 0.0854
H -4.769 -5.588 1.058 0.01 0.00 0.01 0.0793
H -4.723 -5.016 -0.605 -0.02 0.01 0.03 0.0699
H -2.345 -5.376 1.296 0.04 -0.01 -0.03 0.1035
H -2.992 -3.831 0.763 -0.02 0.00 -0.01 0.1070
H -3.182 -4.813 -2.228 -0.01 0.00 0.02 0.1108
H -1.485 -4.469 -2.509 0.03 -0.01 0.03 0.1172
H -3.452 -2.625 -1.040 -0.02 0.00 -0.04 0.0693
H -2.743 -2.352 -2.625 0.02 -0.06 -0.04 0.0689
H -1.719 -2.330 -1.183 0.02 0.01 -0.04 0.0796
C 0.710 6.925 1.300 -0.05 0.11 -0.02 -0.0764
C -0.439 6.367 2.125 0.10 -0.07 -0.07 -0.2858
O -0.884 7.236 3.146 0.01 -0.06 0.08 -0.1574
C -1.404 8.481 2.709 -0.05 0.08 -0.01 -0.2770
C -2.629 8.358 1.818 0.04 -0.09 -0.04 -0.0787
H 1.516 7.265 1.951 0.02 -0.05 0.01 0.0824
H 1.099 6.159 0.627 -0.01 -0.02 0.01 0.0690
H 0.396 7.773 0.690 0.00 -0.03 -0.04 0.0687
H -0.105 5.463 2.638 -0.05 0.02 0.07 0.1029
H -1.273 6.073 1.477 0.01 0.01 -0.03 0.1015
H -0.626 9.069 2.210 0.00 -0.01 -0.02 0.1083
H -1.666 9.012 3.623 0.01 -0.03 0.02 0.1193
H -2.388 7.925 0.845 0.00 0.03 -0.01 0.0647
H -3.060 9.343 1.641 0.00 0.01 0.01 0.0778
H -3.382 7.727 2.292 -0.01 0.03 0.02 0.0820
```
Forces are in eV/Å.

Its gap between HOMO and LUMO is 7.7 eV. The total charge is +1.



# 4
Below is C11H29FeNO7 as an isolated structure in a non-equilibrium geometry, with properties calculated with wB97M-V/def2-TZVPD.

```
49
Properties=species:S:1:pos:R:3:forces:R:3:lowdin_spin:R:1
Fe -15.238 23.431 -23.737 -0.76 1.00 -1.14 3.7337
C -13.434 26.854 -25.598 0.72 -0.87 1.25 0.0002
C -14.970 27.050 -25.582 0.39 0.75 -0.39 0.0012
C -15.219 28.317 -26.435 1.00 0.52 0.36 0.0005
C -15.024 28.064 -27.917 -0.56 0.00 -0.39 0.0000
C -15.893 26.882 -28.394 1.27 0.77 -0.41 0.0008
C -15.778 25.611 -27.532 -0.65 0.53 0.60 0.0021
N -15.735 25.950 -26.107 -1.02 0.53 -0.30 0.0152
O -15.688 24.809 -25.328 0.51 -1.48 0.66 0.0644
C -14.596 24.726 -27.986 -0.19 0.03 0.77 0.0008
C -17.091 24.846 -27.761 0.05 -0.70 -0.75 0.0001
C -15.456 27.359 -24.160 1.60 0.63 -0.19 -0.0005
H -12.862 27.636 -25.083 -0.38 0.49 -0.44 0.0000
H -13.018 26.694 -26.588 -0.04 0.23 -0.08 0.0000
H -13.107 25.998 -24.983 -0.51 -0.31 -0.36 -0.0002
H -14.475 29.063 -26.123 0.15 -0.18 0.05 0.0000
H -16.135 28.847 -26.157 -0.49 -0.61 -0.46 0.0000
H -13.988 27.893 -28.224 0.17 -0.33 0.64 0.0000
H -15.224 28.972 -28.497 -0.50 -0.08 0.08 0.0000
H -15.479 26.639 -29.377 -0.43 -0.19 -0.14 0.0001
H -16.914 27.222 -28.560 -0.18 -0.19 0.37 0.0000
H -13.678 25.022 -27.479 0.08 0.16 -0.28 0.0000
H -14.469 24.748 -29.065 0.04 -0.26 -0.04 0.0000
H -14.822 23.722 -27.618 0.07 -0.16 -0.52 0.0002
H -17.324 24.914 -28.830 -0.06 -0.16 0.00 0.0000
H -17.958 25.215 -27.219 0.27 0.38 0.20 0.0000
H -16.996 23.781 -27.531 0.05 0.07 0.09 0.0001
H -14.741 28.097 -23.766 -0.15 0.09 0.03 0.0000
H -15.341 26.493 -23.515 -0.80 -0.12 -0.03 -0.0004
H -16.415 27.867 -24.181 -0.35 -0.57 0.23 0.0000
C -14.823 20.358 -20.562 -0.58 -0.02 -0.21 0.0020
C -15.180 21.648 -21.282 -0.02 0.23 -0.64 0.0058
O -15.900 22.478 -20.709 -0.12 -0.14 0.35 0.0009
O -14.729 21.821 -22.477 -0.04 -0.17 0.21 0.0460
H -14.744 19.519 -21.252 0.36 0.17 -0.11 0.0001
H -15.643 20.115 -19.887 0.15 0.15 0.23 0.0004
H -13.905 20.491 -19.995 0.06 -0.09 -0.01 0.0001
O -13.885 22.786 -25.197 0.84 -0.56 -0.93 0.0256
H -14.137 23.218 -26.035 -0.14 0.26 0.49 0.0016
H -12.923 22.716 -25.218 -0.13 -0.02 0.18 0.0022
O -16.669 22.099 -24.540 -0.43 -0.94 -0.43 0.0260
H -16.389 21.182 -24.392 -0.01 0.25 0.04 0.0013
H -16.923 22.148 -25.473 0.06 0.29 0.19 0.0026
O -16.743 24.180 -22.488 -0.45 0.11 0.87 0.0288
H -17.600 24.589 -22.339 0.05 0.04 -0.49 0.0045
H -16.598 23.569 -21.716 0.26 0.03 0.24 0.0013
O -13.877 24.581 -22.745 1.33 0.57 0.77 0.0274
H -13.782 25.523 -22.554 -0.29 -0.08 -0.13 0.0033
H -13.128 24.147 -22.314 -0.22 -0.05 -0.05 0.0020
```
Forces are in eV/Å.

The multiplicity is 5. Its gap between HOMO and LUMO (alpha / beta) is 6.1 / 6.1 eV. The energy above the lowest of the compared OMol25 structures with the same formula, charge and spin is 0.152 eV.